Record 1
Computed, not measured: 2 unconnected molecules or ions with the total composition C11H25Br2N2, with ωB97M-V/def2-TZVPD.

The calculation puts the molar mass at 345.1 g/mol. The energy above the lowest of the compared OMol25 structures with the same formula, charge and spin is 33.74 kcal/mol. The value obtained for the max |F| is 0.0521 hartree/bohr. For the total energy, the calculation gives -154869.2105 eV. The net charge is +1.

Structure (XYZ):
```
40
Properties=species:S:1:pos:R:3:nbo_charge:R:1
C 2.319 -0.293 -1.189 -0.444
N 1.142 -0.924 -0.475 -0.636
C 0.489 -1.958 -1.300 -0.071
N 0.655 -3.371 -0.713 -0.581
C 1.661 -4.065 -1.598 -0.025
Br 0.846 -5.026 -3.140 0.142
C 3.039 -4.029 -1.357 -0.038
C 4.096 -4.729 -2.327 -0.666
Br 3.811 -3.105 0.222 0.118
H 2.730 -0.959 -2.025 0.197
H 3.169 -0.220 -0.428 0.223
H 2.086 0.754 -1.569 0.223
H 0.456 -0.152 -0.417 0.395
H -0.626 -1.721 -1.406 0.231
H 0.883 -1.995 -2.375 0.225
H 0.980 -3.289 0.265 0.473
H -0.263 -3.846 -0.728 0.457
H 4.374 -5.753 -1.938 0.266
H 5.004 -4.036 -2.407 0.257
H 3.657 -4.770 -3.382 0.252
C 0.417 2.574 1.433 -0.612
C -0.745 3.066 2.284 -0.402
C -1.880 2.048 2.401 -0.399
C -2.566 1.683 1.081 -0.388
C -3.166 2.860 0.311 -0.400
C -4.274 3.574 1.073 -0.611
H 0.110 2.386 0.400 0.183
H 1.211 3.325 1.410 0.220
H 0.838 1.651 1.843 0.195
H -1.118 4.014 1.885 0.202
H -0.371 3.284 3.290 0.211
H -2.625 2.432 3.104 0.212
H -1.488 1.129 2.853 0.195
H -3.359 0.957 1.295 0.204
H -1.852 1.163 0.430 0.170
H -3.579 2.483 -0.630 0.201
H -2.386 3.577 0.038 0.195
H -5.086 2.884 1.316 0.205
H -4.688 4.383 0.467 0.218
H -3.907 4.014 2.003 0.204
```

=====

Record 2
Computed, not measured: a molecular structure, C11H25FeN5O8, with ωB97M-V/def2-TZVPD.

The calculation puts the molar mass at 411.2 g/mol. The energy above the lowest of the compared OMol25 structures with the same formula, charge and spin is 83.91 kcal/mol. The value obtained for the max |F| is 0.1055 hartree/bohr. As for the multiplicity: 6. Its expectation value of S² is 8.942. For the total energy, the calculation gives -70014.0499 eV. The net charge is +1.

Structure (XYZ):
```
50
Properties=species:S:1:pos:R:3:nbo_charge:R:1
O -1.462 -1.047 -3.873 -0.892
H -0.864 -1.574 -4.455 0.543
Fe 0.298 0.355 -0.566 1.690
N 1.578 -0.875 -1.281 -0.173
N -0.636 -1.469 -0.296 -0.174
N 1.064 1.986 -0.083 -0.241
N -1.172 1.278 0.397 -0.169
O 2.709 -0.330 -1.579 -0.574
O 2.381 2.168 -0.424 -0.521
O -2.492 0.862 0.348 -0.530
O -1.887 -1.617 0.024 -0.588
C 0.066 -2.556 -0.706 0.133
C 1.306 -2.206 -1.336 0.154
C 0.344 3.034 0.350 0.247
C -0.972 2.572 0.729 0.192
C 2.194 -3.137 -2.055 -0.669
H 1.778 -3.311 -3.054 0.222
H 2.242 -4.113 -1.568 0.227
H 3.203 -2.728 -2.163 0.260
C -0.476 -3.918 -0.476 -0.659
H -1.394 -4.032 -1.060 0.230
H -0.703 -4.095 0.595 0.247
H 0.259 -4.670 -0.790 0.221
C 0.767 4.467 0.368 -0.680
C -2.007 3.331 1.480 -0.687
H 1.283 4.731 -0.557 0.263
H 1.460 4.628 1.197 0.256
H -0.103 5.140 0.470 0.243
H -2.798 2.646 1.850 0.270
H -2.490 4.135 0.899 0.245
H -1.588 3.835 2.369 0.236
H 2.659 1.285 -0.822 0.515
H -2.329 -0.160 0.248 0.500
C -3.341 -1.060 -3.260 0.037
H -3.322 -2.135 -3.439 0.223
H -3.405 -0.278 -3.975 0.208
H -3.965 -0.717 -2.431 0.228
O -0.615 0.876 -2.226 -1.159
H -1.028 -0.196 -3.472 0.560
H -0.203 1.666 -2.602 0.468
N 1.169 -0.414 4.798 -0.708
C 1.983 -0.057 3.610 -0.345
C 1.036 -0.331 2.474 0.748
O 1.607 -0.381 1.356 -0.717
O -0.191 -0.427 2.749 -0.710
H 1.213 0.342 5.492 0.431
H 1.558 -1.279 5.201 0.432
H 0.186 -0.591 4.395 0.482
H 2.208 1.007 3.627 0.235
H 2.889 -0.642 3.521 0.248
```

=====

Record 3
Computed, not measured: 2 unconnected molecules or ions with the total composition C11H25INO5P, with ωB97M-V/def2-TZVPD.

The calculation puts the molar mass at 409.2 g/mol. Its SMILES is O=C(I)CNCCOCP(=O)(O)O.CCCCCC. The value obtained for the max |F| is 0.0504 hartree/bohr. For the total energy, the calculation gives -40931.1595 eV.

Structure (XYZ):
```
44
Properties=species:S:1:pos:R:3:nbo_charge:R:1
O 1.713 -0.483 2.600 -0.508
C 2.345 0.500 2.301 0.466
I 4.278 0.235 1.385 0.016
C 1.801 1.913 2.488 -0.340
N 2.009 2.810 1.394 -0.625
C 1.557 2.331 0.085 -0.279
C 0.436 3.196 -0.532 -0.073
O -0.812 2.548 -0.605 -0.518
C -1.353 2.278 0.656 -0.473
P -3.157 2.060 0.535 2.333
O -3.740 2.868 -0.514 -1.063
O -3.415 0.506 0.408 -0.979
O -3.710 2.359 1.998 -0.992
H 0.761 1.788 2.740 0.217
H 2.285 2.329 3.362 0.238
H 2.958 3.137 1.363 0.379
H 1.171 1.321 0.136 0.208
H 2.380 2.340 -0.610 0.211
H 0.342 4.118 0.024 0.178
H 0.709 3.414 -1.550 0.197
H -1.099 3.070 1.358 0.193
H -0.932 1.356 1.056 0.198
H -3.787 0.167 1.229 0.513
H -3.338 3.178 2.323 0.507
C -0.985 -4.669 -0.884 -0.609
C -0.429 -3.767 -1.982 -0.398
C 0.910 -3.125 -1.622 -0.396
C 0.872 -2.199 -0.406 -0.399
C -0.116 -1.036 -0.504 -0.399
C 0.189 -0.070 -1.646 -0.634
H -1.186 -4.113 0.032 0.200
H -1.923 -5.127 -1.200 0.209
H -0.284 -5.471 -0.647 0.201
H -1.164 -2.996 -2.230 0.195
H -0.294 -4.360 -2.891 0.201
H 1.283 -2.574 -2.490 0.200
H 1.642 -3.915 -1.432 0.200
H 1.872 -1.788 -0.246 0.200
H 0.641 -2.781 0.490 0.203
H -0.089 -0.485 0.443 0.185
H -1.138 -1.411 -0.605 0.204
H 1.193 0.348 -1.542 0.187
H -0.522 0.758 -1.650 0.242
H 0.126 -0.562 -2.618 0.205
```

=====

Record 4
Computed, not measured: 2 unconnected molecules or ions with the total composition C11H25N2, with ωB97M-V/def2-TZVPD.

The calculation puts the molar mass at 185.3 g/mol. The energy above the lowest of the compared OMol25 structures with the same formula, charge and spin is 36.34 kcal/mol. The value obtained for the max |F| is 0.1380 hartree/bohr. As for the multiplicity: 3. Its expectation value of S² is 2.007. For the total energy, the calculation gives -14778.5157 eV. The net charge is +1.

Structure (XYZ):
```
38
Properties=species:S:1:pos:R:3:nbo_charge:R:1
C 0.972 2.430 0.249 -0.248
C 0.401 2.202 -1.134 -0.233
C 0.373 0.201 0.087 0.407
C 0.894 -1.939 -1.036 -0.610
C 1.167 -1.834 1.388 -0.592
C 2.765 -0.736 0.067 -0.599
C -2.110 -1.217 0.962 -0.660
C -2.245 0.025 -1.217 -0.749
C -1.981 1.259 0.926 -0.695
C 1.229 -1.077 0.095 -0.146
C -1.709 0.075 0.210 0.118
N 0.828 1.149 0.945 -0.556
N 0.445 0.704 -1.295 -0.665
H 2.017 2.705 0.210 0.223
H 0.446 3.135 0.791 0.230
H -0.766 2.415 -1.145 0.237
H 0.915 2.694 -1.932 0.248
H 1.115 -3.003 -0.985 0.253
H 1.333 -1.584 -2.058 0.196
H -0.144 -1.901 -1.093 0.203
H 2.123 -2.417 1.472 0.227
H 1.302 -1.240 2.258 0.207
H 0.344 -2.414 1.444 0.213
H 3.251 -1.610 -0.301 0.229
H 3.171 -0.575 1.022 0.219
H 3.041 0.170 -0.594 0.171
H -3.007 -0.915 1.476 0.227
H -1.542 -1.466 1.742 0.217
H -2.354 -2.017 0.340 0.221
H -1.897 0.720 -2.195 0.205
H -2.291 -0.995 -1.608 0.242
H -3.255 0.494 -1.215 0.252
H -1.418 1.278 1.829 0.213
H -3.134 1.311 1.260 0.210
H -1.932 2.163 0.432 0.209
H 0.772 1.055 1.913 0.428
H -0.447 0.305 -1.602 0.512
H 1.330 0.450 -1.708 0.435
```